1.
The following is a quantum chemistry calculation of one molecule with the formula C6H12O, from the OMol25 dataset.

Properties
SMILES string   CC(C)[C@H]1O[C@H]1C
2S+1   1
Relative energy (zero: lowest compared OMol25 entry of this formula, charge and spin)   25.4 kcal per mole
E   -311.0188 hartree
Gap between HOMO and LUMO   11.147 eV
Molar mass   100.2 g/mol
Lowest unoccupied orbital energy   1.1 eV

Each line ends with the Löwdin charge.
CARTESIAN COORDINATES (ANGSTROEM)
C 0.74798 1.94229 0.90250  -0.069
C 0.56157 0.59206 0.20629  -0.397
C 1.60142 -0.42943 0.66874  -0.065
C -0.84169 0.08692 0.46422  -0.269
O -1.86732 0.57276 -0.39438  -0.008
C -1.58319 -0.82362 -0.41583  -0.301
C -1.04378 -1.41321 -1.69365  -0.038
H 1.72934 2.37334 0.67608  0.078
H -0.02197 2.65389 0.58602  0.084
H 0.67609 1.82813 1.99202  0.083
H 0.66460 0.74704 -0.87459  0.133
H 1.48149 -0.65594 1.73575  0.084
H 2.61706 -0.04383 0.52535  0.080
H 1.51393 -1.37041 0.11330  0.076
H -1.12021 0.08228 1.52388  0.152
H -2.36862 -1.42211 0.05331  0.138
H -0.11616 -0.93280 -2.01596  0.073
H -1.78001 -1.30440 -2.49701  0.083
H -0.85053 -2.48295 -1.55603  0.082

Force components x, y, z for each atom (eV/Å):
C -0.005 0.049 0.028
C -0.020 -0.019 -0.057
C 0.033 -0.058 0.030
C 0.208 -0.040 0.181
O -0.146 0.166 -0.061
C 0.001 -0.266 -0.044
C 0.056 0.033 -0.020
H -0.136 -0.073 0.020
H 0.114 -0.094 0.033
H 0.009 0.005 -0.156
H -0.023 -0.031 0.136
H 0.004 0.040 -0.139
H -0.153 -0.047 0.018
H -0.004 0.137 0.089
H 0.033 0.007 -0.149
H 0.117 0.100 -0.062
H -0.149 -0.041 0.048
H 0.076 -0.024 0.116
H -0.014 0.154 -0.012

2.
The following is a quantum chemistry calculation of one molecule with the formula C6H12O, from the OMol25 dataset.

Properties
2S+1   1
Relative energy (zero: lowest compared OMol25 entry of this formula, charge and spin)   91.6 kcal per mole
E   -310.9133 hartree
Gap between HOMO and LUMO   8.499 eV
Molar mass   100.2 g/mol
Lowest unoccupied orbital energy   0.1 eV

Each line ends with the Löwdin charge.
CARTESIAN COORDINATES (ANGSTROEM)
C 0.31620 -2.08442 -1.60330  -0.104
C -0.53752 -0.87010 -1.25994  -0.225
C 0.27696 0.39134 -0.91647  -0.404
C -0.46841 1.25621 0.11806  -0.198
C -0.22128 0.51295 1.38139  -0.009
C -0.06778 1.28338 2.61442  -0.141
O 1.56509 0.12906 -0.35078  -0.069
H -0.31632 -2.95281 -1.81465  0.071
H 0.96670 -2.34523 -0.76314  0.070
H 0.95599 -1.89923 -2.47149  0.078
H -1.17858 -1.12168 -0.40599  0.096
H -1.20499 -0.62814 -2.09883  0.113
H 0.50723 0.94935 -1.82760  0.142
H -1.56144 1.24281 -0.04186  0.139
H -0.14587 2.31119 0.08893  0.116
H 0.11452 2.36595 2.55424  0.075
H 0.64456 0.79427 3.28908  0.078
H -1.05246 1.10291 3.08474  0.106
H 1.40739 -0.43782 0.42318  0.066

Force components x, y, z for each atom (eV/Å):
C 0.054 -0.061 -0.035
C -0.007 -0.013 0.024
C -0.113 0.061 -0.176
C 0.118 -0.087 0.145
C -0.237 0.297 0.197
C 0.079 0.059 -0.060
O 0.066 -0.250 -0.089
H 0.083 0.134 -0.018
H -0.074 -0.012 -0.154
H -0.058 -0.033 0.093
H 0.145 0.054 -0.097
H 0.110 0.004 0.137
H -0.144 0.014 0.070
H 0.152 -0.075 0.003
H 0.015 -0.193 0.134
H -0.061 -0.088 -0.058
H -0.158 0.110 -0.015
H 0.041 0.041 0.029
H -0.011 0.040 -0.130

3.
The following is a quantum chemistry calculation of one molecule with the formula C6H12O, from the OMol25 dataset.

Properties
SMILES string   CC(C)[C@H]1C[C@H]1O
2S+1   1
Relative energy (zero: lowest compared OMol25 entry of this formula, charge and spin)   80.4 kcal per mole
E   -310.9311 hartree
Gap between HOMO and LUMO   10.231 eV
Molar mass   100.2 g/mol
Lowest unoccupied orbital energy   0.9 eV

Each line ends with the Löwdin charge.
CARTESIAN COORDINATES (ANGSTROEM)
C 0.01435 -1.26441 1.78547  -0.097
C 0.03138 -0.00513 0.95024  -0.327
C -1.16264 0.91930 1.18556  -0.081
C -0.06071 -0.48580 -0.76345  -0.135
C -0.40301 0.57413 -1.84122  -0.080
C 0.98262 0.06517 -1.70586  -0.374
O 1.91320 0.96349 -1.17158  -0.024
H 0.74119 -1.95739 1.36321  0.071
H 0.24644 -1.09294 2.84532  0.082
H -0.98070 -1.72754 1.74583  0.082
H 0.95716 0.56318 0.97257  0.111
H -2.01228 0.57066 1.78387  0.077
H -1.25686 0.57209 0.15179  0.027
H -0.99602 2.00156 1.26392  0.080
H -0.44546 -1.48854 -1.02308  0.129
H -0.95951 0.33275 -2.75447  0.108
H -0.60169 1.58249 -1.48360  0.111
H 1.37644 -0.54963 -2.52056  0.141
H 2.61608 0.42656 -0.78397  0.100

Force components x, y, z for each atom (eV/Å):
C 0.159 -0.170 -0.167
C 0.648 -0.920 -1.638
C -0.234 -0.347 -1.248
C 0.504 0.073 0.995
C 0.016 0.050 0.346
C -0.033 -0.205 -0.062
O 0.331 -0.042 -0.050
H 0.001 -0.276 0.239
H 0.011 0.154 -0.287
H 0.219 0.038 -0.061
H 0.164 -0.283 0.208
H 0.596 -0.087 0.092
H -3.052 2.174 0.135
H 0.155 -0.536 0.026
H 0.297 0.449 0.635
H 0.118 -0.209 0.598
H 0.205 -0.108 -0.028
H -0.090 0.031 0.267
H -0.014 0.213 -0.001

4.
The following is a quantum chemistry calculation of one molecule with the formula C6H12O, from the OMol25 dataset.

Properties
SMILES string   CC(C)[C@H]1O[C@H]1C
2S+1   1
Relative energy (zero: lowest compared OMol25 entry of this formula, charge and spin)   29.6 kcal per mole
E   -311.0122 hartree
Gap between HOMO and LUMO   11.189 eV
Molar mass   100.2 g/mol
Lowest unoccupied orbital energy   1.1 eV

Each line ends with the Löwdin charge.
CARTESIAN COORDINATES (ANGSTROEM)
C 0.98170 1.20398 1.60957  -0.066
C 0.33216 0.14708 0.71979  -0.385
C -0.43468 -0.95947 1.46341  -0.059
C -0.72290 0.72532 -0.20339  -0.289
O -0.46327 1.42270 -1.41106  0.000
C -1.04779 0.11966 -1.49594  -0.300
C -0.16503 -0.89701 -2.17444  -0.040
H 1.74775 0.76118 2.25598  0.077
H 1.47327 1.96102 0.98985  0.082
H 0.25320 1.71398 2.25077  0.082
H 1.12656 -0.32765 0.13554  0.126
H -1.46356 -0.62216 1.63482  0.080
H -0.00315 -1.25765 2.42651  0.081
H -0.49697 -1.84156 0.81687  0.076
H -1.55367 1.16406 0.36228  0.151
H -2.10852 0.06746 -1.76320  0.142
H 0.88518 -0.68960 -1.95069  0.080
H -0.29077 -0.81812 -3.25953  0.081
H -0.40021 -1.92361 -1.86920  0.081

Force components x, y, z for each atom (eV/Å):
C 0.006 0.062 0.032
C 0.064 -0.006 -0.090
C -0.017 -0.043 0.022
C -0.121 -0.197 0.266
O 0.090 0.166 -0.021
C -0.070 -0.265 -0.051
C 0.032 -0.021 -0.001
H -0.154 0.014 -0.074
H -0.086 -0.053 0.085
H 0.026 -0.101 -0.094
H -0.083 0.139 -0.023
H 0.115 -0.121 0.215
H 0.054 0.146 -0.249
H -0.027 0.050 0.188
H 0.102 -0.071 -0.135
H 0.275 0.286 -0.126
H -0.182 -0.080 -0.032
H 0.001 -0.075 0.142
H -0.026 0.169 -0.055

5.
The following is a quantum chemistry calculation of a 2-piece molecular cluster, C6H12O overall, from the OMol25 dataset.

Properties
SMILES string   C=C/C=C/CC.O
2S+1   1
Relative energy (zero: lowest compared OMol25 entry of this formula, charge and spin)   55.0 kcal per mole
E   -310.9716 hartree
Gap between HOMO and LUMO   9.401 eV
Molar mass   100.2 g/mol
Lowest unoccupied orbital energy   0.7 eV

Each line ends with the Löwdin charge.
CARTESIAN COORDINATES (ANGSTROEM)
C -2.87952 -2.61482 -0.40803  -0.113
C -1.34230 -2.63809 -0.29314  -0.262
C 0.50572 1.43365 0.88336  -0.007
C 0.45270 0.30312 1.59441  -0.196
C 0.13650 -1.06965 1.12115  -0.116
C -0.83158 -1.33200 0.24163  -0.135
H -3.30117 -1.77270 -0.94594  0.067
H -3.16002 -3.60244 -0.78565  0.069
H -3.28368 -2.51931 0.61012  0.074
H -0.94847 -3.39533 0.39266  0.107
H -0.96119 -2.90757 -1.27918  0.104
H 1.16122 2.12026 1.42436  0.046
H 0.07901 1.82511 -0.02900  0.055
H 0.61709 0.36634 2.66678  0.092
H 0.72630 -1.83645 1.62284  0.103
H -1.29530 -0.48814 -0.27898  0.111
H 2.86652 4.27840 -2.74309  0.048
H 3.71780 4.39403 -1.46274  0.023
O 3.44426 4.88954 -2.23612  -0.072

Force components x, y, z for each atom (eV/Å):
C 0.529 -0.883 1.526
C 0.191 0.291 0.390
C 1.000 0.675 1.641
C -0.621 -0.811 -1.065
C -1.004 0.360 0.230
C 0.366 0.332 -1.132
H 0.241 -0.098 -0.540
H -0.490 0.408 -0.222
H -0.076 -0.144 -0.199
H -0.534 -0.337 -0.134
H 0.363 0.369 -0.090
H -0.894 0.815 -0.111
H 0.321 -0.948 -0.496
H 0.968 -0.004 -0.179
H -0.338 -0.170 -0.107
H -0.019 0.152 0.486
H 0.601 0.587 0.553
H 0.024 -0.135 0.127
O -0.626 -0.457 -0.678

6.
The following is a quantum chemistry calculation of one molecule with the formula C6H12O, from the OMol25 dataset.

Properties
SMILES string   CCCCCC=O
2S+1   1
Relative energy (zero: lowest compared OMol25 entry of this formula, charge and spin)   27.7 kcal per mole
E   -311.0152 hartree
Gap between HOMO and LUMO   10.835 eV
Molar mass   100.2 g/mol
Lowest unoccupied orbital energy   1.1 eV

Each line ends with the Löwdin charge.
CARTESIAN COORDINATES (ANGSTROEM)
O -1.83675 -2.83206 -0.52064  0.055
C -1.31610 -1.81774 -0.90804  -0.288
C -0.22601 -1.11125 -0.15571  -0.173
C -0.76845 0.18540 0.44752  -0.190
C -0.08808 1.53345 -0.03044  -0.194
C 1.13348 1.86590 0.82197  -0.255
C 2.49441 1.58354 0.15150  -0.112
H -1.61193 -1.37455 -1.88151  0.128
H 0.65817 -1.02833 -0.80062  0.112
H 0.11814 -1.83372 0.58831  0.116
H -1.81735 0.28500 0.13492  0.105
H -0.76146 0.15797 1.53469  0.105
H 0.19927 1.24733 -1.04566  0.102
H -0.85843 2.29925 -0.02052  0.099
H 1.21990 2.91152 1.12541  0.102
H 1.04502 1.28287 1.73666  0.095
H 3.16357 1.43944 1.01850  0.070
H 2.97650 2.35917 -0.42971  0.065
H 2.56487 0.61087 -0.33699  0.060

Force components x, y, z for each atom (eV/Å):
O -0.095 0.150 -0.107
C 0.220 -0.428 -0.191
C 0.572 -0.826 0.316
C -0.199 1.397 -0.489
C -0.294 -1.804 0.259
C 0.604 0.400 -0.829
C 0.625 -1.081 1.869
H -0.135 0.116 0.096
H -0.276 0.583 -0.187
H -0.227 0.180 0.298
H 0.052 -0.156 0.232
H -0.078 -0.187 0.066
H 0.047 0.870 -0.209
H 0.128 0.189 -0.153
H -0.579 0.045 0.026
H 0.253 0.012 0.133
H 0.179 0.171 -0.341
H -0.510 0.228 -0.393
H -0.288 0.141 -0.395